[1]
DFT (ωB97M-V/def2-TZVPD) results for a gas-phase ion, C2H7N4O (charge +1) in a non-equilibrium geometry.

Geometry as XYZ:
```
14
Properties=species:S:1:pos:R:3:forces:R:3:mulliken_charge:R:1
C 0.770964 -1.163709 0.115973 -0.557 2.112 1.403 0.56
C -0.902503 1.688115 -0.678869 0.263 0.813 -0.786 -0.74
N 0.260532 0.625341 1.242989 0.235 1.148 -0.206 -0.16
N 1.042553 -0.486731 1.156037 0.481 -1.209 0.043 -0.50
N -0.787144 0.485049 0.163091 -0.407 -0.030 1.119 0.35
N 1.405030 -2.195750 -0.406291 -0.264 -0.224 -0.593 -0.35
O -0.351990 -0.581426 -0.570944 0.414 -1.645 -1.181 -0.34
H -0.882539 1.374594 -1.724049 -0.079 -0.063 0.188 0.34
H -1.835527 2.207667 -0.480246 -0.036 -0.112 0.198 0.34
H -0.055719 2.345940 -0.485836 -0.037 -0.199 0.117 0.32
H -0.152148 0.728464 2.169562 -0.357 -0.299 -0.190 0.29
H -1.716517 0.248560 0.550810 0.328 -0.166 -0.063 0.39
H 2.213999 -2.534641 0.090049 -0.029 -0.046 -0.085 0.26
H 0.991009 -2.741474 -1.142276 0.045 -0.079 0.036 0.25
```
Positions in Å, forces in eV/Å.

Properties
**Energy**: -374.29098 hartree
**Relative energy (zero: lowest compared OMol25 entry of this formula, charge and spin)**: 99.6 kcal per mole
**Frontier orbital gap**: 9.853 eV
**SMILES string**: C[N@@H+]1NN=C(N)O1
**Total charge**: +1



[2]
DFT (ωB97M-V/def2-TZVPD) results for 2 unconnected molecules or ions with the total composition C2H7N4O2S in a non-equilibrium geometry.

Geometry as XYZ:
```
16
Properties=species:S:1:pos:R:3:forces:R:3:mulliken_charge:R:1
C -1.376093 0.652697 1.097217 0.488 0.584 -0.120 0.72
C 1.686498 -0.604657 -2.426035 -1.254 -1.587 0.117 0.77
N -2.375681 1.573015 1.240043 0.262 0.641 -0.036 -0.41
N 1.473326 -1.849274 -2.704588 0.816 0.022 -4.541 -0.38
N -0.058677 1.144839 1.387800 -1.711 -5.302 -2.658 -0.20
N 1.079921 0.247754 1.486594 -0.161 0.461 0.283 -0.35
O -1.603007 -0.500634 0.646376 0.583 1.256 0.962 -0.62
O 1.736138 0.517098 -2.492942 0.638 0.887 -0.310 -0.12
S 1.125848 -1.093076 0.299865 -0.197 1.120 1.397 -0.42
H -2.154148 2.562873 1.387828 0.017 -0.831 0.011 0.21
H -3.343772 1.426541 0.934960 0.963 -0.496 0.103 0.25
H 1.530119 -2.414294 -3.675936 0.102 2.656 2.259 0.36
H 1.328824 -2.500293 -2.027053 -0.421 -1.779 2.969 0.22
H 0.028826 1.937120 1.892461 0.523 3.005 1.830 0.25
H 1.246745 -0.015753 2.492869 -0.486 -0.264 -1.666 0.28
H -0.324867 -1.083957 0.460542 -0.161 -0.373 -0.602 0.44
```
Positions in Å, forces in eV/Å.

Properties
**Energy**: -847.75068 hartree
**Relative energy (zero: lowest compared OMol25 entry of this formula, charge and spin)**: 57.2 kcal per mole
**Frontier orbital gap (spin up / spin down)**: 7.255 / 7.254 eV
**Total charge**: +1



What did the second record say?
DFT (ωB97M-V/def2-TZVPD) results for 2 unconnected molecules or ions with the total composition C2H7N4O2S in a non-equilibrium geometry.

Geometry as XYZ:
```
16
Properties=species:S:1:pos:R:3:forces:R:3:mulliken_charge:R:1
C -1.376093 0.652697 1.097217 0.488 0.584 -0.120 0.72
C 1.686498 -0.604657 -2.426035 -1.254 -1.587 0.117 0.77
N -2.375681 1.573015 1.240043 0.262 0.641 -0.036 -0.41
N 1.473326 -1.849274 -2.704588 0.816 0.022 -4.541 -0.38
N -0.058677 1.144839 1.387800 -1.711 -5.302 -2.658 -0.20
N 1.079921 0.247754 1.486594 -0.161 0.461 0.283 -0.35
O -1.603007 -0.500634 0.646376 0.583 1.256 0.962 -0.62
O 1.736138 0.517098 -2.492942 0.638 0.887 -0.310 -0.12
S 1.125848 -1.093076 0.299865 -0.197 1.120 1.397 -0.42
H -2.154148 2.562873 1.387828 0.017 -0.831 0.011 0.21
H -3.343772 1.426541 0.934960 0.963 -0.496 0.103 0.25
H 1.530119 -2.414294 -3.675936 0.102 2.656 2.259 0.36
H 1.328824 -2.500293 -2.027053 -0.421 -1.779 2.969 0.22
H 0.028826 1.937120 1.892461 0.523 3.005 1.830 0.25
H 1.246745 -0.015753 2.492869 -0.486 -0.264 -1.666 0.28
H -0.324867 -1.083957 0.460542 -0.161 -0.373 -0.602 0.44
```
Positions in Å, forces in eV/Å.

Properties
**Energy**: -847.75068 hartree
**Relative energy (zero: lowest compared OMol25 entry of this formula, charge and spin)**: 57.2 kcal per mole
**Frontier orbital gap (spin up / spin down)**: 7.255 / 7.254 eV
**Total charge**: +1